(1)
The following is a DFT calculation (ωB97M-V with the def2-TZVPD basis set) of a molecular structure, C55H76FNO4OsP2Si in a non-equilibrium geometry.

CARTESIAN COORDINATES (ANGSTROEM)
Os -0.057 0.099 -0.306
C -1.303 -1.932 2.801
Si -0.908 -0.321 1.968
C 0.347 0.575 2.971
C 0.562 0.226 4.310
C 1.504 0.898 5.072
C 2.260 1.913 4.495
C 2.061 2.264 3.170
C 1.108 1.591 2.399
P 0.700 2.125 0.708
C -0.068 3.743 1.080
C -0.631 4.540 -0.089
C -0.828 6.003 0.337
C -1.278 6.112 1.805
C -2.056 4.863 2.214
C -1.146 3.621 2.187
C 2.261 2.396 -0.223
C 2.009 2.442 -1.749
C 3.288 2.859 -2.472
C 3.680 4.310 -2.125
C 3.066 4.758 -0.793
C 3.105 3.626 0.232
C -2.588 0.470 2.010
C -3.215 0.764 3.226
C -4.543 1.152 3.263
C -5.268 1.240 2.078
C -4.658 0.967 0.868
C -3.308 0.580 0.831
P -2.418 0.294 -0.723
C -3.346 1.411 -1.855
C -3.338 2.905 -1.463
C -2.595 3.733 -2.514
C -3.306 3.664 -3.872
C -3.922 2.278 -4.117
C -3.128 1.214 -3.362
C -2.772 -1.343 -1.444
C -1.907 -2.448 -0.831
C -2.176 -3.771 -1.542
C -3.671 -4.171 -1.437
C -4.520 -3.080 -0.779
C -4.283 -1.709 -1.417
H -1.899 -1.664 3.680
H -0.421 -2.481 3.120
H -1.930 -2.581 2.190
H -0.015 -0.573 4.766
H 1.655 0.629 6.110
H 3.008 2.434 5.079
H 2.664 3.054 2.752
H 0.808 4.281 1.462
H -1.584 4.103 -0.360
H 0.006 4.496 -0.972
H -1.573 6.459 -0.318
H 0.102 6.558 0.186
H -1.886 7.006 1.946
H -0.411 6.223 2.464
H -2.908 4.729 1.540
H -2.468 4.976 3.217
H -1.751 2.727 2.021
H -0.664 3.501 3.158
H 2.824 1.477 -0.022
H 1.212 3.149 -1.993
H 1.675 1.474 -2.100
H 3.147 2.752 -3.548
H 4.090 2.168 -2.192
H 3.362 4.987 -2.918
H 4.766 4.391 -2.063
H 2.033 5.090 -0.937
H 3.612 5.616 -0.402
H 2.795 4.008 1.197
H 4.139 3.295 0.355
H -2.654 0.699 4.156
H -5.020 1.379 4.209
H -6.311 1.533 2.097
H -5.242 1.084 -0.034
H -4.337 0.999 -1.648
H -2.919 3.037 -0.465
H -4.370 3.259 -1.404
H -1.566 3.367 -2.598
H -2.539 4.775 -2.195
H -2.594 3.903 -4.663
H -4.086 4.426 -3.911
H -3.925 2.041 -5.181
H -4.967 2.261 -3.792
H -2.085 1.296 -3.628
H -3.465 0.220 -3.667
H -2.452 -1.220 -2.482
H -2.130 -2.544 0.231
H -0.843 -2.207 -0.915
H -1.536 -4.552 -1.126
H -1.887 -3.656 -2.592
H -3.774 -5.095 -0.870
H -4.067 -4.373 -2.434
H -4.308 -3.027 0.293
H -5.578 -3.331 -0.868
H -4.868 -0.970 -0.870
H -4.661 -1.711 -2.442
C 2.638 -3.451 -6.874
C 1.430 -3.940 -6.085
C 1.429 -5.436 -5.817
C 2.680 -5.827 -5.042
C 2.890 -4.917 -3.850
C 3.761 -5.272 -2.849
C 3.941 -4.439 -1.747
F 4.839 -4.793 -0.824
C 3.214 -3.303 -1.567
C 2.281 -2.932 -2.543
C 1.400 -1.794 -2.345
O 1.356 -1.217 -1.183
C 0.645 -1.399 -3.444
C 0.684 -2.133 -4.620
N 1.380 -3.241 -4.762
C 2.183 -3.700 -3.715
C -0.137 -0.153 -3.468
O -0.522 0.317 -4.511
O -0.328 0.460 -2.303
H 2.707 -3.998 -7.816
H 3.569 -3.591 -6.324
H 2.538 -2.389 -7.106
H 0.523 -3.653 -6.612
H 1.364 -5.975 -6.761
H 0.539 -5.689 -5.233
H 3.559 -5.789 -5.689
H 2.601 -6.855 -4.689
H 4.322 -6.199 -2.912
H 3.367 -2.692 -0.698
H 0.124 -1.780 -5.477
C 1.476 -4.389 2.113
C 1.107 -3.323 1.100
O 1.492 -1.998 1.499
C 2.915 -1.808 1.590
C 3.301 -1.083 2.855
H 0.930 -5.306 1.877
H 1.204 -4.087 3.126
H 2.538 -4.633 2.104
H 0.031 -3.287 0.974
H 1.539 -3.552 0.126
H 3.241 -1.258 0.706
H 3.405 -2.782 1.582
H 2.987 -0.039 2.847
H 4.389 -1.107 2.954
H 2.866 -1.571 3.729

Output
LUMO (spin up / spin down): -6.865 / -6.916 eV
charge: +2

---

(2)
The following is a DFT calculation (ωB97M-V with the def2-TZVPD basis set) of 15 unconnected molecules or ions with the total composition C55H80O35 in a non-equilibrium geometry.

CARTESIAN COORDINATES (ANGSTROEM)
O 5.051 1.400 -4.027
C 4.074 0.679 -4.084
O 4.029 -0.288 -4.982
C 2.662 -0.770 -5.058
C 2.039 -0.575 -3.707
C 2.754 0.725 -3.266
H 2.718 -1.777 -5.350
H 2.165 -0.128 -5.767
H 2.147 -1.414 -3.012
H 1.007 -0.335 -3.789
H 2.976 0.754 -2.268
H 2.232 1.644 -3.616
O -0.859 2.653 0.226
C -0.673 1.452 0.237
O -0.687 0.655 1.340
C -0.466 -0.694 0.921
C 0.064 -0.657 -0.544
C -0.559 0.620 -1.059
H -1.406 -1.310 0.959
H 0.217 -1.214 1.577
H 0.005 -1.541 -1.152
H 1.104 -0.407 -0.404
H -1.539 0.544 -1.420
H 0.131 1.103 -1.715
O -1.015 -1.498 6.483
C -0.942 -0.420 5.964
O -1.806 -0.080 4.975
C -1.363 1.203 4.546
C -0.817 1.911 5.778
C -0.068 0.719 6.388
H -2.164 1.612 3.971
H -0.582 1.149 3.789
H -1.710 2.124 6.448
H -0.362 2.895 5.724
H 0.137 0.717 7.443
H 0.886 0.575 5.893
O -0.407 -7.774 0.278
C -1.240 -6.930 0.051
O -1.425 -6.572 -1.252
C -2.438 -5.576 -1.290
C -3.164 -5.660 0.057
C -2.061 -6.108 0.978
H -3.040 -5.783 -2.153
H -1.866 -4.662 -1.497
H -3.977 -6.405 -0.101
H -3.700 -4.704 0.278
H -2.274 -6.719 1.855
H -1.479 -5.223 1.281
O 5.067 -4.046 3.508
C 4.042 -3.405 3.643
O 3.810 -2.225 3.073
C 2.608 -1.609 3.524
C 2.199 -2.476 4.778
C 2.878 -3.759 4.457
H 1.817 -1.701 2.784
H 2.866 -0.608 3.811
H 1.131 -2.628 4.846
H 2.659 -2.030 5.647
H 2.228 -4.415 3.815
H 3.082 -4.338 5.354
O -4.365 1.299 -3.061
C -3.900 2.263 -3.617
O -4.345 2.752 -4.772
C -3.492 3.892 -5.078
C -2.851 4.424 -3.800
C -2.752 3.112 -2.999
H -4.085 4.691 -5.549
H -2.704 3.601 -5.824
H -3.583 5.022 -3.248
H -2.012 4.978 -4.193
H -2.876 3.121 -1.935
H -1.760 2.661 -3.219
O 0.249 7.764 -0.438
C 0.609 6.939 -1.194
O -0.180 5.932 -1.544
C 0.513 4.970 -2.364
C 2.024 5.276 -2.252
C 1.971 6.743 -1.881
H 0.243 5.026 -3.411
H 0.262 3.992 -1.926
H 2.446 4.909 -3.220
H 2.515 4.686 -1.487
H 1.898 7.481 -2.677
H 2.738 7.024 -1.176
O 3.750 -0.836 -0.369
C 4.581 -1.572 0.095
O 5.614 -1.083 0.737
C 6.592 -2.113 1.122
C 5.913 -3.493 0.559
C 4.623 -3.075 -0.099
H 6.746 -2.171 2.203
H 7.504 -1.928 0.599
H 5.850 -4.080 1.467
H 6.713 -3.771 -0.144
H 3.724 -3.485 0.348
H 4.587 -3.309 -1.106
O -3.345 -0.129 0.537
C -3.940 0.752 1.064
O -4.116 0.648 2.403
C -4.698 1.900 2.871
C -4.480 2.917 1.752
C -4.513 2.043 0.525
H -4.121 2.224 3.742
H -5.714 1.653 3.115
H -3.476 3.267 1.863
H -5.215 3.715 1.730
H -3.988 2.313 -0.373
H -5.538 1.831 0.306
O -5.367 -2.617 1.421
C -4.668 -2.649 2.444
O -3.504 -3.336 2.461
C -2.743 -2.953 3.636
C -3.797 -2.628 4.713
C -4.835 -2.040 3.788
H -2.219 -2.056 3.444
H -1.996 -3.722 3.833
H -3.369 -1.948 5.455
H -4.058 -3.639 5.102
H -4.705 -0.949 3.643
H -5.797 -2.196 4.142
C 6.287 2.965 0.569
C 5.238 2.542 -0.371
O 4.715 3.834 -0.816
C 5.026 4.777 0.036
O 4.756 5.939 0.101
O 5.846 4.252 0.997
H 7.243 3.127 0.089
H 6.454 2.406 1.491
H 4.463 1.881 -0.042
H 5.751 2.135 -1.215
C -4.534 -1.722 -1.503
C -5.249 -2.270 -2.680
O -4.213 -2.266 -3.720
C -3.015 -2.185 -3.063
O -2.010 -2.264 -3.700
O -3.158 -2.244 -1.765
H -4.892 -2.223 -0.638
H -4.529 -0.653 -1.388
H -6.091 -1.663 -3.037
H -5.583 -3.296 -2.575
C -2.380 0.073 -6.236
C -1.241 0.075 -7.323
O -0.292 1.044 -6.800
C -0.696 1.591 -5.654
O -0.044 2.410 -5.084
O -1.918 1.115 -5.353
H -2.476 -0.853 -5.687
H -3.380 0.296 -6.732
H -1.565 0.483 -8.252
H -0.777 -0.873 -7.564
C 2.525 -6.304 -0.066
C 1.665 -5.861 -1.214
O 1.083 -4.602 -0.672
C 1.316 -4.516 0.641
O 0.952 -3.682 1.439
O 1.968 -5.572 1.076
H 3.593 -6.068 -0.133
H 2.495 -7.372 0.140
H 0.831 -6.526 -1.489
H 2.193 -5.630 -2.178
C 2.119 5.595 1.909
C 1.058 6.606 2.447
O 0.486 5.958 3.530
C 1.194 4.843 3.904
O 0.920 4.190 4.875
O 2.144 4.555 3.002
H 3.124 5.968 1.791
H 1.701 5.131 1.009
H 0.242 6.604 1.724
H 1.397 7.531 2.855

Output
LUMO: 0.391 eV
charge: 0

---

Number 1: molecular weight 1114.48 g mol⁻¹. Number 2: molecular weight 1301.21 g mol⁻¹.